Density functional theory data (wB97M-V/def2-TZVPD) for one molecule with the formula C3H5NO2S2 at a distorted geometry.

Results
* SMILES: O=C(O)CNC(=S)S
* ΔE to the lowest compared entry with this formula, charge and spin: 0.270 eV

```
13
Properties=species:S:1:pos:R:3:mulliken_charge:R:1
C -0.519 -1.090 1.136 0.665
C 0.230 -1.010 -0.189 -0.814
C 0.393 1.412 -0.748 0.397
H -0.623 -2.322 2.501 0.335
H 1.278 -0.982 0.027 0.355
H -0.019 -1.916 -0.772 0.371
H -0.754 0.055 -1.756 0.225
H 0.304 3.719 -1.242 0.163
N -0.138 0.202 -0.974 -0.206
O 0.016 -2.123 1.818 -0.440
O -1.402 -0.428 1.573 -0.505
S -0.306 2.690 -1.838 -0.246
S 1.540 1.794 0.465 -0.299
```

Density functional theory data (wB97M-V/def2-TZVPD) for C42H79HfN6O17S2 as an isolated structure at a distorted geometry.

Results
* net charge: +1

```
147
Properties=species:S:1:pos:R:3:mulliken_charge:R:1
Hf 0.942 -2.117 2.618 1.698
C 5.336 -5.479 -1.125 -1.550
C 6.112 -4.908 0.112 1.336
C 7.600 -5.065 -0.314 -1.275
C 8.226 -4.059 -1.211 -0.676
C 8.093 -2.647 -0.654 -1.019
C 6.575 -2.367 -0.383 1.564
N 5.887 -3.415 0.393 0.463
O 4.514 -3.268 0.781 -0.459
C 5.900 -2.007 -1.717 -1.715
C 6.580 -1.090 0.491 -1.946
C 5.883 -5.886 1.281 -1.648
H 4.291 -5.591 -0.834 0.428
H 5.417 -6.525 -1.420 0.415
H 5.521 -4.988 -2.080 0.297
H 7.734 -6.044 -0.773 0.476
H 8.148 -5.109 0.627 0.461
H 7.653 -4.247 -2.119 0.269
H 9.284 -4.229 -1.407 0.391
H 8.365 -2.002 -1.489 0.414
H 8.788 -2.448 0.162 0.352
H 4.836 -1.775 -1.680 0.333
H 6.065 -2.759 -2.489 0.324
H 6.293 -1.097 -2.171 0.487
H 7.079 -1.374 1.418 0.434
H 5.549 -0.953 0.817 0.519
H 7.042 -0.145 0.206 0.346
H 6.160 -6.884 0.940 0.375
H 4.848 -5.951 1.615 0.367
H 6.476 -5.639 2.161 0.425
C -0.462 0.904 -2.289 -0.443
C -1.233 2.078 -2.561 0.365
C -1.841 2.902 -1.377 0.316
O -2.395 4.067 -1.576 -0.614
C -1.775 2.480 -0.136 -0.403
C -1.016 1.348 0.248 0.461
C -0.303 0.491 -0.939 0.241
O 0.183 -0.538 -0.537 -0.497
O -0.798 0.845 1.385 -0.609
O -1.571 2.161 -3.835 -0.543
H -0.068 0.370 -3.141 0.524
H -2.271 3.121 0.578 0.582
C 3.319 9.739 0.898 -1.063
C 1.943 9.775 1.561 0.643
O 1.710 10.597 2.434 -0.613
N 1.189 8.720 1.202 -0.171
C -0.185 8.518 1.620 -0.848
H 3.309 10.098 -0.131 0.292
H 3.849 8.787 0.943 0.311
H 3.925 10.474 1.427 0.308
H 1.464 8.097 0.457 0.269
H -0.129 8.156 2.646 0.267
H -0.695 7.755 1.031 0.330
H -0.817 9.405 1.593 0.276
C -0.251 -5.268 -2.013 -0.952
C -0.252 -5.867 -0.631 0.611
O 0.060 -5.196 0.364 -0.637
N -0.432 -7.213 -0.551 -0.134
C -0.262 -7.987 0.606 -0.805
H -0.652 -4.262 -2.133 0.286
H -0.748 -5.993 -2.657 0.322
H 0.751 -5.102 -2.407 0.223
H -0.798 -7.607 -1.406 0.186
H 0.802 -7.928 0.838 0.244
H -0.450 -9.060 0.648 0.347
H -0.740 -7.537 1.476 0.258
C -4.118 -3.994 4.098 -1.059
C -4.016 -3.243 2.754 0.626
O -2.857 -2.848 2.413 -0.684
N -5.135 -2.955 2.142 -0.117
C -5.156 -2.345 0.801 -0.828
H -3.538 -4.915 4.168 0.301
H -5.074 -4.497 4.241 0.364
H -3.873 -3.279 4.883 0.243
H -6.027 -3.138 2.579 0.241
H -5.274 -1.263 0.863 0.250
H -5.992 -2.731 0.218 0.335
H -4.233 -2.469 0.234 0.270
C 3.469 3.188 3.353 -0.923
C 3.626 1.968 4.153 0.628
O 3.143 0.895 3.817 -0.717
N 4.343 2.046 5.213 -0.206
C 4.659 1.070 6.280 -0.824
H 4.072 3.218 2.445 0.229
H 3.676 4.114 3.889 0.357
H 2.426 3.175 3.038 0.241
H 4.423 2.964 5.627 0.253
H 4.991 0.115 5.873 0.268
H 3.785 0.918 6.914 0.270
H 5.449 1.398 6.955 0.323
C -0.953 1.493 6.747 -0.761
C -0.738 0.031 6.976 0.622
O -0.429 -0.790 6.075 -0.691
N -0.902 -0.444 8.224 -0.179
C -0.784 -1.774 8.747 -0.875
H -1.859 1.616 6.155 0.197
H -0.060 1.835 6.223 0.164
H -1.096 2.028 7.686 0.350
H -1.074 0.289 8.897 0.214
H -0.119 -2.462 8.226 0.269
H -1.845 -2.022 8.721 0.326
H -0.534 -1.726 9.807 0.309
C 4.081 -2.543 -13.723 -1.056
C 3.528 -1.318 -13.095 -0.238
O 2.699 -1.539 -11.971 -0.286
C 2.470 -0.654 -10.965 0.734
O 2.826 0.545 -10.916 -0.593
O 1.812 -1.359 -10.001 -0.302
C 1.314 -0.589 -8.866 -0.676
H 3.951 -2.394 -14.795 0.276
H 3.498 -3.421 -13.443 0.319
H 5.038 -2.924 -13.368 0.335
H 2.916 -0.737 -13.785 0.282
H 4.285 -0.622 -12.734 0.336
H 1.059 -1.233 -8.024 0.217
H 0.456 -0.032 -9.243 0.314
H 1.915 0.306 -8.709 0.341
C -5.954 4.908 4.169 -0.568
C -6.521 4.222 2.957 -0.511
C -6.617 2.785 3.165 -0.669
S -6.842 2.501 4.937 1.062
O -5.749 1.588 5.325 -0.624
O -8.185 1.994 5.137 -0.647
C -6.521 4.268 5.444 -0.698
H -6.138 5.973 4.031 0.337
H -4.884 4.700 4.154 0.277
H -5.838 4.355 2.118 0.274
H -7.534 4.597 2.812 0.322
H -5.669 2.285 2.970 0.273
H -7.395 2.251 2.619 0.403
H -5.858 4.327 6.307 0.404
H -7.438 4.777 5.740 0.365
C -6.871 2.119 -4.089 -0.565
C -7.504 3.510 -3.977 -0.625
C -8.527 3.502 -2.871 -0.595
S -9.159 1.808 -2.811 1.079
O -10.466 1.705 -3.503 -0.651
O -8.911 1.339 -1.412 -0.617
C -7.966 1.040 -4.035 -0.687
H -6.274 1.888 -3.207 0.260
H -6.237 2.035 -4.972 0.374
H -8.095 3.841 -4.831 0.301
H -6.863 4.357 -3.732 0.324
H -9.387 4.087 -3.197 0.317
H -8.307 3.871 -1.870 0.366
H -8.426 1.035 -5.023 0.340
H -7.647 0.121 -3.544 0.381
```

Density functional theory data (wB97M-V/def2-TZVPD) for a 2-piece molecular cluster, C11H21BrN6O5P2 overall at a distorted geometry.

Results
* net charge: -2

```
46
Properties=species:S:1:pos:R:3:mulliken_charge:R:1
C -5.400 -1.003 2.761 -0.824
N -4.631 -0.463 1.631 -0.262
C -3.173 -0.640 1.909 -1.370
N -2.360 -0.119 0.839 0.829
N -1.771 -1.090 0.047 -1.052
C -1.075 -0.532 -0.888 0.672
C -0.329 -1.551 -1.816 -0.913
C 0.704 -2.350 -0.934 -0.432
C 2.196 -2.174 -1.385 -1.221
C 2.838 -0.812 -0.950 0.218
N 3.031 -0.713 0.513 -0.400
C 2.925 0.663 1.011 0.522
N 3.770 1.085 1.850 -0.819
N 1.870 1.565 0.629 -0.577
C -0.882 0.889 -1.209 -0.857
C -1.523 1.863 -0.331 -0.358
C -2.257 1.268 0.716 0.391
P -3.076 2.381 1.912 -0.034
O -2.760 3.942 1.313 -0.489
Br -1.908 2.374 3.957 -0.440
H -4.906 -1.933 3.145 0.304
H -5.420 -0.262 3.584 0.235
H -6.404 -1.281 2.385 0.309
H -4.767 -1.025 0.788 0.246
H -2.884 -0.235 2.906 0.364
H -3.033 -1.749 1.994 0.511
H -1.118 -2.277 -2.116 0.366
H 0.127 -1.034 -2.679 0.430
H 0.491 -3.445 -0.936 0.284
H 0.600 -2.030 0.125 0.283
H 2.239 -2.295 -2.485 0.361
H 2.783 -2.996 -0.910 0.403
H 3.838 -0.797 -1.433 0.271
H 2.217 -0.006 -1.395 -0.137
H 2.295 -1.225 1.004 0.317
H 4.448 0.339 2.039 0.290
H 1.893 1.787 -0.363 0.365
H 0.979 1.158 0.908 0.279
H -0.274 1.176 -2.075 0.344
H -1.444 2.946 -0.469 0.421
H -1.812 4.092 1.489 0.312
O 5.407 1.868 -4.698 -0.581
P 4.792 1.302 -3.417 0.957
O 5.449 1.974 -2.211 -0.515
O 5.026 -0.210 -3.371 -0.541
O 3.285 1.576 -3.382 -0.461
```

What HOMO energy values result from the calculations? In sequence: -0.315, -0.321, -0.002 Eh.
What gap between HOMO and LUMO values result from the calculations? In sequence: 9.020, 2.082, 1.901 eV.